Entry 1:
Here is a structure of composition C14H17F3N4O4S from the OMol25 dataset. Energies are from ωB97M-V with the def2-TZVPD basis set.

The calculation puts the HOMO-LUMO gap at 9.214 eV. As for the HOMO energy: -9.364 eV.

XYZ file:
```
43
Properties=species:S:1:pos:R:3:lowdin_charge:R:1
C -5.283 -0.373 1.346 -0.09
C -4.323 -0.193 2.566 -0.28
C -2.985 -0.218 1.991 -0.24
C -1.813 -0.102 3.096 -0.07
N -0.339 0.027 2.625 0.14
C 0.357 0.911 2.166 -0.70
O 0.093 1.957 2.219 0.29
C 1.574 0.528 1.583 -0.41
N 1.456 -0.907 1.736 0.19
C 0.254 -1.339 2.307 -0.23
O -0.350 -2.506 2.274 0.00
H 2.076 -1.536 1.199 0.13
N 1.872 0.931 0.338 0.07
H 1.592 1.735 0.095 0.06
S 3.065 0.279 -0.665 0.78
O 4.224 0.979 -0.697 -0.23
O 3.424 -1.190 -0.023 -0.37
C 2.381 -0.001 -2.247 -0.34
C 1.244 -0.908 -2.463 -0.04
C 0.766 -1.134 -3.765 0.04
C 1.057 0.039 -4.755 -0.21
N 0.390 -0.248 -6.042 0.10
H 0.647 0.412 -6.713 0.06
H -0.096 -1.092 -6.224 0.07
C 1.780 1.172 -4.530 0.03
C 2.529 1.029 -3.140 -0.01
H 3.462 1.830 -2.871 0.18
H 2.023 1.705 -5.234 0.00
H 0.155 -1.900 -3.981 0.06
H 1.238 -1.746 -1.679 0.13
C 2.653 0.986 2.444 -0.52
F 3.926 0.447 2.252 0.11
F 2.931 2.226 2.273 0.21
F 2.604 0.871 3.838 0.12
H -1.862 0.809 3.591 0.09
H -2.104 -1.061 3.650 0.14
H -2.718 0.780 1.222 0.17
H -2.627 -1.417 1.355 0.21
H -4.443 0.708 2.948 0.08
H -4.440 -1.142 2.961 0.10
H -5.099 0.399 0.724 0.01
H -5.094 -1.459 0.601 0.18
H -6.197 -0.285 1.627 -0.01
```



Entry 2:
Here is the ion C3H10NS2 with charge +1 from the OMol25 dataset. Energies are from ωB97M-V with the def2-TZVPD basis set.

The calculation puts the HOMO-LUMO gap at 8.920 eV. As for the charge: +1. As for the HOMO energy: -12.599 eV.

XYZ file:
```
16
Properties=species:S:1:pos:R:3:lowdin_charge:R:1
C 2.392 -0.291 -1.537 -0.45
S 0.682 -0.748 -1.865 0.45
S -0.536 0.862 -1.521 0.52
C -0.318 1.098 0.296 -0.51
C -1.410 0.491 1.158 -0.20
N -1.489 -1.023 0.941 0.18
H 2.605 -0.025 -0.496 0.03
H 2.763 0.469 -2.209 0.04
H 3.120 -1.106 -1.666 0.06
H -0.365 2.199 0.433 0.10
H 0.667 0.589 0.430 0.06
H -1.125 0.516 2.211 0.13
H -2.324 1.069 0.970 0.14
H -0.947 -1.483 1.696 0.18
H -1.266 -1.334 -0.036 0.12
H -2.448 -1.283 1.194 0.17
```



Entry 3:
Here is an isolated molecule of C5H10O from the OMol25 dataset. Energies are from ωB97M-V with the def2-TZVPD basis set.

The calculation puts the HOMO-LUMO gap at 10.437 eV. As for the HOMO energy: -9.498 eV.

XYZ file:
```
16
Properties=species:S:1:pos:R:3:lowdin_charge:R:1
C -0.883 1.500 -1.226 -0.12
C -0.587 -0.028 -1.198 -0.24
C 0.397 -0.195 -0.069 -0.30
C 1.093 -1.413 0.426 -0.10
C 0.199 -0.651 1.398 -0.42
O 0.836 -0.075 2.423 -0.04
H -1.596 1.546 -0.394 0.07
H -1.483 1.779 -2.078 0.05
H 0.112 2.101 -1.095 0.10
H -0.004 -0.344 -2.093 0.11
H -1.594 -0.611 -1.008 0.15
H 1.138 0.717 -0.183 0.16
H 0.791 -2.459 0.167 0.11
H 2.174 -1.506 0.661 0.11
H -0.825 -1.153 1.761 0.18
H 0.231 0.790 2.508 0.17
```



Entry 4:
Here is a structure of composition C40H102F3O14Zn from the OMol25 dataset. Energies are from ωB97M-V with the def2-TZVPD basis set.

The calculation puts the HOMO-LUMO gap at 8.627 eV. As for the charge: +1. As for the HOMO energy: -11.235 eV.

XYZ file:
```
160
Properties=species:S:1:pos:R:3:lowdin_charge:R:1
Zn 0.372 -3.276 -1.904 0.83
C -0.182 -0.511 -0.177 -0.34
O 1.222 -0.231 -0.244 -0.12
O -0.391 -1.616 -0.991 -0.21
C -0.594 -0.403 1.296 -0.61
F -1.088 0.800 1.643 0.13
F -1.537 -1.255 1.610 0.17
F 0.381 -0.686 2.099 0.19
C 1.643 1.122 -0.162 -0.24
C 3.169 1.146 -0.300 -0.05
H 3.635 0.323 0.242 0.07
H 3.378 1.095 -1.369 0.06
H 3.714 1.950 0.195 0.07
H 1.489 1.487 0.853 0.11
H 1.246 1.867 -0.852 0.11
H -0.643 0.290 -0.754 0.15
C -4.023 1.239 -1.310 -0.07
C -4.154 -0.249 -1.318 -0.45
C -5.604 -0.605 -1.750 -0.05
O -3.146 -0.834 -2.177 -0.07
H -4.702 1.806 -0.672 0.09
H -4.140 1.636 -2.318 0.09
H -2.994 1.554 -1.136 0.06
H -3.982 -0.727 -0.353 0.13
H -5.732 -1.661 -1.989 0.07
H -5.918 -0.161 -2.695 0.08
H -6.317 -0.252 -1.005 0.08
H -2.301 -0.974 -1.743 0.03
C 1.308 -1.819 -5.974 -0.02
C 1.531 -1.610 -4.432 -0.39
C 1.920 -0.190 -3.958 -0.01
O 0.449 -2.087 -3.602 -0.09
H 0.979 -2.844 -6.144 0.07
H 2.238 -1.736 -6.536 0.08
H 0.642 -1.060 -6.384 0.08
H 2.401 -2.230 -4.216 0.12
H 1.048 0.462 -4.022 0.10
H 2.632 0.253 -4.654 0.05
H 2.415 -0.242 -2.988 0.06
H -0.181 -1.363 -3.610 0.11
C 3.175 4.058 2.632 -0.04
C 2.611 4.956 1.472 -0.49
C 3.643 5.917 1.018 -0.06
O 2.294 4.095 0.401 -0.06
H 3.074 4.577 3.585 0.08
H 4.142 3.605 2.413 0.08
H 2.550 3.170 2.728 0.05
H 1.748 5.510 1.842 0.13
H 3.322 6.546 0.187 0.09
H 4.573 5.393 0.797 0.09
H 3.790 6.609 1.847 0.09
H 1.449 4.344 0.020 0.06
C 1.228 -2.404 4.764 -0.06
C 1.833 -1.235 5.552 -0.47
C 0.874 -0.848 6.653 -0.07
O 2.939 -1.808 6.190 -0.06
H 0.191 -2.089 4.647 0.07
H 1.112 -3.400 5.192 0.09
H 1.642 -2.413 3.755 0.06
H 2.053 -0.334 4.979 0.14
H 1.075 0.039 7.253 0.08
H 0.619 -1.648 7.349 0.09
H -0.022 -0.421 6.202 0.05
H 2.729 -2.642 6.615 0.09
C -2.976 5.110 2.280 -0.05
C -1.655 4.729 1.751 -0.49
C -1.910 3.772 0.592 -0.05
O -1.097 5.823 1.112 -0.05
H -2.957 5.625 3.240 0.09
H -3.709 4.308 2.368 0.09
H -3.428 5.783 1.551 0.10
H -1.001 4.299 2.510 0.13
H -2.489 4.242 -0.203 0.09
H -2.424 2.846 0.848 0.06
H -0.991 3.402 0.139 0.07
H -1.401 6.612 1.565 0.12
C 6.407 2.008 -6.056 -0.06
C 5.589 0.890 -5.571 -0.58
C 5.224 0.809 -4.170 -0.07
O 4.419 0.640 -6.287 -0.03
H 5.981 3.012 -6.025 0.08
H 6.445 1.802 -7.125 0.09
H 7.402 2.084 -5.617 0.09
H 6.339 0.110 -5.699 0.15
H 4.781 -0.169 -3.983 0.06
H 4.412 1.510 -3.976 0.09
H 6.041 0.926 -3.458 0.10
H 3.838 1.394 -6.162 0.09
C -0.716 6.976 -3.181 -0.04
C -0.602 5.689 -2.318 -0.46
C 0.087 4.428 -3.065 -0.02
O 0.156 5.951 -1.206 -0.07
H -0.757 7.980 -2.759 0.08
H -1.655 6.835 -3.718 0.07
H 0.124 6.952 -3.875 0.07
H -1.584 5.397 -1.945 0.11
H -0.584 3.788 -3.638 0.06
H 0.479 3.738 -2.317 0.04
H 0.932 4.718 -3.689 0.07
H -0.388 5.795 -0.431 0.02
C -0.420 2.191 4.729 -0.05
C -1.883 1.748 4.946 -0.49
C -2.627 2.616 5.919 -0.05
O -2.643 1.803 3.759 -0.05
H 0.096 2.187 5.689 0.08
H -0.286 3.210 4.365 0.07
H 0.118 1.476 4.106 0.06
H -1.764 0.705 5.240 0.12
H -3.628 2.200 6.037 0.09
H -2.661 3.681 5.690 0.08
H -2.145 2.630 6.896 0.08
H -2.067 1.816 2.991 0.04
C -3.266 -5.196 -2.948 -0.03
C -2.043 -4.563 -3.587 -0.40
C -2.277 -3.539 -4.723 -0.01
O -1.540 -3.918 -2.414 -0.11
H -3.818 -5.745 -3.710 0.10
H -3.982 -4.513 -2.490 0.09
H -3.061 -5.785 -2.054 0.08
H -1.357 -5.327 -3.954 0.15
H -1.386 -3.283 -5.296 0.06
H -2.709 -2.666 -4.233 0.08
H -3.058 -3.882 -5.402 0.09
H -2.337 -3.495 -2.088 0.09
C 4.489 -2.180 -1.849 -0.01
C 3.511 -3.228 -1.149 -0.42
C 3.779 -3.357 0.372 -0.02
O 2.257 -2.725 -1.377 -0.09
H 4.223 -1.912 -2.871 0.05
H 5.512 -2.545 -1.930 0.09
H 4.428 -1.258 -1.270 0.07
H 3.676 -4.257 -1.469 0.14
H 3.366 -4.328 0.646 0.07
H 3.315 -2.639 1.048 0.09
H 4.853 -3.495 0.504 0.09
H 2.212 -1.905 -0.879 0.08
C -1.241 -6.079 0.774 -0.03
C -0.561 -4.738 0.668 -0.46
C 0.024 -4.294 2.017 -0.03
O 0.467 -4.813 -0.337 -0.07
H -0.599 -6.787 1.299 0.09
H -1.637 -6.507 -0.147 0.08
H -2.166 -6.010 1.346 0.08
H -1.193 -3.885 0.421 0.12
H 0.482 -5.167 2.482 0.09
H -0.837 -3.971 2.603 0.08
H 0.608 -3.377 1.940 0.07
H 0.837 -5.655 -0.063 0.11
C -4.100 -3.016 2.954 -0.07
C -4.518 -4.150 3.856 -0.50
C -6.013 -4.111 4.292 -0.03
O -4.236 -5.324 3.121 -0.06
H -3.029 -3.052 2.751 0.05
H -4.319 -2.077 3.462 0.09
H -4.660 -2.923 2.024 0.08
H -3.833 -4.019 4.694 0.13
H -6.272 -5.087 4.703 0.07
H -6.649 -3.853 3.445 0.08
H -6.131 -3.321 5.033 0.08
H -4.455 -6.099 3.643 0.09
```



Entry 5:
Here is a structure of composition C19H14BrF2MnN2O2S2 from the OMol25 dataset. Energies are from ωB97M-V with the def2-TZVPD basis set.

The calculation puts the HOMO-LUMO gap (spin up / spin down) at 6.688 / 6.772 eV. The spin multiplicity is 5. As for the HOMO energy (spin up / spin down): -7.763 / -7.864 eV.

XYZ file:
```
43
Properties=species:S:1:pos:R:3:mulliken_spin:R:1
Mn -0.778 -0.695 -0.476 4.18
Br 3.319 3.427 -5.116 0.00
C 2.063 2.627 -3.947 0.01
C 0.723 3.036 -3.989 0.00
C -0.206 2.470 -3.158 0.01
C 0.148 1.445 -2.249 0.01
O -0.786 0.946 -1.495 0.06
C 1.510 1.056 -2.204 0.03
C 2.023 0.115 -1.251 -0.01
N 1.309 -0.589 -0.447 -0.04
C 1.891 -1.434 0.532 0.00
C 3.183 -1.870 0.565 0.00
C 3.634 -2.704 1.614 0.00
C 2.794 -3.078 2.620 0.00
C 1.443 -2.648 2.607 -0.01
C 0.511 -3.000 3.611 0.01
C -0.778 -2.566 3.529 0.00
C -1.160 -1.794 2.413 0.01
N -0.321 -1.461 1.456 0.07
C 0.990 -1.850 1.550 -0.02
C 2.452 1.665 -3.060 -0.01
H 0.426 3.812 -4.682 0.00
H -1.240 2.782 -3.181 0.00
H 3.111 0.042 -1.202 0.00
H 3.874 -1.608 -0.224 0.00
H 4.659 -3.044 1.608 0.00
H 3.135 -3.712 3.426 0.00
H 0.836 -3.619 4.436 0.00
H -1.511 -2.808 4.283 0.00
H -2.179 -1.448 2.310 0.00
H 3.488 1.357 -3.008 0.00
F -3.491 -0.222 -1.154 -0.01
C -2.773 -0.608 -0.086 -0.32
F -2.874 0.403 0.851 -0.01
H -3.242 -1.505 0.349 -0.01
C -2.627 -5.528 -0.049 0.00
O -2.323 -4.417 -0.889 0.00
C -1.090 -3.911 -0.869 0.01
S 0.099 -4.483 0.118 0.01
S -0.991 -2.550 -1.966 0.05
H -3.712 -5.592 -0.056 0.00
H -2.241 -5.373 0.958 0.00
H -2.186 -6.435 -0.465 0.00
```